No. 1
C21H57Br9N9O3P3 | wB97M-V/def2-TZVPD

Cartesian coordinates (Å):
O (5.297, 2.004, -1.876)
P (4.917, 1.570, -0.500)
N (5.524, 2.528, 0.766)
C (5.302, 2.177, 2.194)
C (6.245, 3.767, 0.556)
N (5.407, -0.046, -0.304)
C (5.697, -0.833, -1.508)
C (6.162, -0.574, 0.866)
N (3.250, 1.516, -0.176)
C (2.644, 0.588, 0.760)
C (2.434, 2.680, -0.629)
H (5.146, 1.120, 2.381)
H (4.434, 2.722, 2.573)
H (6.164, 2.565, 2.737)
H (7.283, 3.650, 0.883)
H (5.789, 4.596, 1.102)
H (6.303, 4.111, -0.476)
H (6.711, -0.656, -1.877)
H (5.617, -1.901, -1.300)
H (5.059, -0.645, -2.371)
H (6.908, 0.164, 1.159)
H (5.415, -0.786, 1.633)
H (6.665, -1.526, 0.705)
H (2.759, -0.446, 0.421)
H (3.041, 0.661, 1.774)
H (1.561, 0.719, 0.737)
H (3.142, 3.467, -0.891)
H (1.632, 2.905, 0.071)
H (1.935, 2.502, -1.585)
O (-0.093, -4.066, -2.442)
P (0.988, -3.302, -3.094)
N (0.456, -2.587, -4.534)
C (-0.108, -3.331, -5.679)
C (0.533, -1.143, -4.769)
N (2.363, -4.182, -3.566)
C (3.379, -3.611, -4.471)
C (2.978, -4.989, -2.480)
N (1.558, -2.003, -2.109)
C (2.841, -1.318, -2.372)
C (0.533, -1.177, -1.473)
H (-0.876, -3.955, -5.223)
H (0.681, -3.966, -6.100)
H (-0.316, -2.710, -6.545)
H (1.487, -0.683, -4.513)
H (-0.352, -0.656, -4.355)
H (0.505, -0.906, -5.835)
H (3.943, -4.366, -5.018)
H (2.860, -2.970, -5.182)
H (4.084, -3.058, -3.849)
H (3.220, -4.389, -1.601)
H (2.332, -5.832, -2.240)
H (3.881, -5.428, -2.904)
H (2.747, -0.255, -2.138)
H (3.634, -1.784, -1.791)
H (3.066, -1.274, -3.437)
H (-0.270, -1.833, -1.173)
H (0.199, -0.398, -2.163)
H (0.949, -0.705, -0.582)
O (-4.658, 0.725, 1.770)
P (-4.729, -0.696, 2.148)
N (-6.005, -1.060, 3.251)
C (-6.726, -0.012, 3.987)
C (-6.587, -2.392, 3.410)
N (-3.386, -1.272, 3.006)
C (-3.456, -2.525, 3.759)
C (-2.298, -0.351, 3.335)
N (-5.009, -1.840, 0.961)
C (-6.312, -1.770, 0.285)
C (-3.899, -2.248, 0.082)
H (-7.447, -0.439, 4.676)
H (-7.012, 0.821, 3.343)
H (-5.964, 0.454, 4.625)
H (-6.644, -2.675, 4.464)
H (-5.978, -3.155, 2.929)
H (-7.579, -2.501, 2.961)
H (-2.428, -2.843, 3.946)
H (-3.985, -2.481, 4.712)
H (-3.864, -3.330, 3.147)
H (-1.347, -0.808, 3.054)
H (-2.416, 0.575, 2.772)
H (-2.315, -0.036, 4.381)
H (-6.536, -0.732, 0.010)
H (-6.310, -2.335, -0.643)
H (-7.081, -1.999, 1.021)
H (-4.035, -3.105, -0.577)
H (-3.121, -2.606, 0.765)
H (-3.391, -1.413, -0.398)
C (-4.269, 8.175, 0.314)
Br (-3.752, 8.864, 2.137)
Br (-3.852, 6.317, 0.132)
Br (-3.551, 9.387, -1.161)
H (-5.343, 8.289, 0.249)
C (-3.410, 4.574, 4.350)
Br (-4.372, 6.273, 4.536)
Br (-4.581, 3.240, 3.602)
Br (-2.646, 3.895, 6.031)
H (-2.600, 4.730, 3.648)
C (-1.466, 3.391, -0.235)
Br (-1.390, 1.464, -0.590)
Br (-0.369, 4.265, -1.583)
Br (-1.040, 3.756, 1.624)
H (-2.487, 3.701, -0.424)

Results
Net charge ... 0
Largest force on an atom ... 3.06 eV/A
Total energy ... -700504.8318 eV

These are the Löwdin partial charges, in e, on atoms 1 to 2: -0.293 0.574



No. 2
C21H57N3O6 | wB97M-V/def2-TZVPD

Cartesian coordinates (Å):
C (28.208, 2.254, -6.162)
O (28.969, 1.484, -7.058)
C (28.925, 0.097, -6.642)
C (29.547, -0.771, -7.697)
C (29.619, -2.288, -7.279)
N (30.852, -0.258, -8.045)
H (27.140, 2.095, -6.308)
H (28.288, 3.337, -6.257)
H (28.442, 1.893, -5.160)
H (29.346, -0.045, -5.646)
H (27.904, -0.208, -6.415)
H (29.049, -0.770, -8.667)
H (28.640, -2.530, -6.865)
H (30.288, -2.404, -6.425)
H (29.858, -2.872, -8.167)
H (30.818, 0.674, -8.431)
H (31.321, -0.013, -7.185)
C (36.180, -2.178, -10.903)
O (35.100, -1.411, -10.904)
C (34.295, -1.249, -9.728)
C (33.471, -2.493, -9.336)
C (32.304, -2.795, -10.230)
N (32.808, -2.294, -8.063)
H (36.072, -3.122, -10.368)
H (36.996, -1.602, -10.467)
H (36.476, -2.367, -11.934)
H (34.866, -0.957, -8.846)
H (33.651, -0.381, -9.869)
H (34.116, -3.371, -9.355)
H (31.698, -3.632, -9.884)
H (32.607, -2.990, -11.259)
H (31.783, -1.837, -10.257)
H (32.455, -3.203, -7.798)
H (32.023, -1.680, -8.227)
C (34.042, 0.446, -5.887)
O (33.259, -0.392, -5.035)
C (33.411, -1.791, -4.883)
C (34.776, -2.467, -5.217)
C (35.904, -2.126, -4.281)
N (35.221, -2.282, -6.516)
H (34.224, 0.108, -6.907)
H (35.086, 0.549, -5.590)
H (33.504, 1.390, -5.971)
H (32.960, -2.108, -3.943)
H (32.589, -2.220, -5.457)
H (34.787, -3.550, -5.098)
H (36.854, -2.611, -4.506)
H (35.593, -2.477, -3.297)
H (36.110, -1.056, -4.252)
H (35.595, -1.344, -6.514)
H (34.426, -2.262, -7.139)
C (30.651, -0.270, -2.271)
C (31.713, 0.728, -1.763)
C (32.944, -0.013, -1.164)
O (32.185, 1.489, -2.893)
H (30.484, -1.249, -1.823)
H (30.860, -0.498, -3.316)
H (29.668, 0.200, -2.311)
H (31.306, 1.285, -0.918)
H (33.115, -0.917, -1.748)
H (32.841, -0.404, -0.152)
H (33.925, 0.463, -1.158)
H (32.263, 0.882, -3.633)
C (38.428, -2.416, -7.446)
C (39.414, -3.325, -6.820)
C (39.518, -4.668, -7.629)
O (40.682, -2.771, -6.672)
H (38.011, -1.716, -6.722)
H (37.468, -2.867, -7.700)
H (38.749, -1.781, -8.272)
H (39.197, -3.604, -5.789)
H (40.248, -5.248, -7.065)
H (39.860, -4.492, -8.649)
H (38.541, -5.137, -7.748)
H (41.056, -2.594, -7.538)
C (31.663, -7.313, -6.507)
C (31.225, -5.895, -6.214)
C (32.147, -5.291, -5.194)
O (31.474, -5.055, -7.289)
H (32.738, -7.485, -6.550)
H (31.259, -7.700, -7.442)
H (31.419, -8.011, -5.706)
H (30.158, -5.815, -6.004)
H (31.723, -4.440, -4.662)
H (33.170, -5.095, -5.518)
H (32.332, -6.040, -4.423)
H (30.964, -5.382, -8.034)

Results
SMILES ... COC[C@H](C)N.COC[C@H](C)N.COC[C@H](C)N.CC(C)O.CC(C)O.CC(C)O
Net charge ... 0
Largest force on an atom ... 4.78 eV/A
Total energy ... -39452.0405 eV

These are the Löwdin partial charges, in e, on atoms 1 to 2: -0.119 -0.176



E_HOMO list, top to bottom, in Eh: -0.3059; -0.3112
ΔE to the lowest compared entry with this formula, charge and spin list, top to bottom, in eV: 2.560; 3.155
Molecular weight list, top to bottom, in g mol⁻¹: 1295.8; 447.7